Computed, not measured: a molecular structure, C46H56F6LiNO2P2Se, with wB97M-V/def2-TZVPD.

Structure (XYZ):
```
115
Properties=species:S:1:pos:R:3:mulliken_charge:R:1
Li 0.311 -0.234 0.719 1.093
C -3.176 2.288 6.614 -1.710
C -1.643 2.386 6.570 2.344
C -1.038 1.283 7.453 -1.449
C -1.244 3.744 7.153 -2.287
C -1.167 2.197 5.136 -1.178
C -1.496 1.033 4.466 -0.676
C -1.127 0.836 3.147 -0.088
Se -1.624 -0.856 2.406 0.348
C -0.371 -1.789 3.488 -0.597
C -0.748 -2.463 4.638 0.004
C 0.209 -3.095 5.412 -0.345
C 1.526 -3.128 4.911 -0.132
C 1.944 -2.490 3.767 -0.852
C 0.983 -1.704 3.026 0.842
O 1.254 -1.014 2.000 -0.502
C 3.361 -2.654 3.231 2.479
C 4.287 -3.418 4.185 -2.365
C 3.268 -3.450 1.918 -1.353
C 4.014 -1.291 2.957 -1.637
C -0.100 -3.735 6.760 1.907
C 0.084 -5.258 6.678 -1.764
C -1.535 -3.455 7.214 -1.962
C 0.848 -3.172 7.831 -1.572
C -0.350 1.783 2.403 1.116
O 0.002 1.516 1.205 -0.248
C 0.036 2.977 3.139 -0.745
C -0.391 3.135 4.438 0.154
C 0.932 4.045 2.510 2.576
C 1.313 5.173 3.475 -2.417
C 0.200 4.680 1.326 -1.629
C 2.234 3.399 2.005 -1.583
H -3.540 2.472 7.627 0.461
H -3.520 1.302 6.305 0.296
H -3.622 3.029 5.949 0.379
H -1.420 1.363 8.473 0.495
H 0.048 1.376 7.481 0.348
H -1.283 0.293 7.070 0.119
H -1.614 3.821 8.177 0.448
H -1.674 4.561 6.573 0.429
H -0.160 3.858 7.180 0.406
H -2.063 0.253 4.956 0.380
H -1.795 -2.467 4.908 0.454
H 2.248 -3.715 5.464 0.385
H 3.971 -4.455 4.310 0.349
H 4.337 -2.936 5.163 0.443
H 5.294 -3.427 3.763 0.478
H 2.759 -4.401 2.083 0.298
H 4.270 -3.651 1.530 0.437
H 2.712 -2.889 1.170 0.059
H 4.120 -0.727 3.887 0.358
H 3.418 -0.714 2.258 0.093
H 5.009 -1.436 2.529 0.481
H -0.576 -5.679 5.919 0.351
H -0.157 -5.716 7.641 0.482
H 1.111 -5.522 6.424 0.304
H -2.257 -3.910 6.536 0.368
H -1.723 -2.382 7.269 0.226
H -1.694 -3.877 8.208 0.456
H 1.888 -3.415 7.614 0.315
H 0.600 -3.592 8.808 0.480
H 0.754 -2.086 7.888 0.266
H -0.091 4.029 4.962 0.555
H 0.434 5.734 3.801 0.420
H 1.970 5.865 2.946 0.468
H 1.850 4.798 4.348 0.432
H -0.778 5.063 1.625 0.325
H 0.061 3.927 0.561 0.104
H 0.784 5.502 0.907 0.504
H 2.814 3.000 2.840 0.363
H 2.835 4.146 1.483 0.499
H 2.011 2.588 1.318 0.043
N 1.466 0.931 -1.969 -0.306
C 1.038 1.358 -3.219 0.255
C 1.817 0.968 -4.322 -0.663
C 1.596 1.484 -5.580 -0.660
C 0.578 2.400 -5.791 -0.804
C -0.260 2.729 -4.742 0.147
C -0.064 2.223 -3.459 -0.215
P -1.179 2.623 -2.069 0.772
C -2.512 1.381 -2.261 0.425
C -2.640 0.516 -3.342 -0.370
C -3.652 -0.433 -3.352 -0.678
C -4.543 -0.521 -2.294 -0.550
C -4.432 0.349 -1.220 -0.729
C -3.412 1.286 -1.200 -0.130
C -2.010 4.123 -2.735 0.035
C -1.207 5.216 -3.074 -0.298
C -1.769 6.420 -3.456 -0.665
C -3.149 6.564 -3.496 -0.465
C -3.956 5.495 -3.142 -0.631
C -3.392 4.285 -2.760 -0.398
H 1.912 0.027 -1.964 0.185
H 0.922 1.103 -1.126 0.091
H 2.610 0.250 -4.155 0.389
H 2.230 1.182 -6.404 0.371
H 0.419 2.837 -6.768 0.390
H -1.095 3.393 -4.922 0.447
H -1.945 0.580 -4.169 0.345
H -3.728 -1.120 -4.185 0.357
H -5.323 -1.271 -2.301 0.366
H -5.126 0.295 -0.390 0.425
H -3.294 1.949 -0.348 0.398
H -0.129 5.107 -3.039 0.410
H -1.130 7.255 -3.717 0.390
H -3.589 7.512 -3.781 0.363
H -5.034 5.603 -3.156 0.391
H -4.035 3.463 -2.475 0.349
F -0.597 -0.900 -0.670 -0.632
P -0.003 -2.394 -1.085 1.602
F 0.235 -1.831 -2.583 -0.407
F -1.481 -2.877 -1.480 -0.407
F 1.481 -1.828 -0.686 -0.442
F 0.636 -3.813 -1.480 -0.382
F -0.238 -2.893 0.424 -0.402
```

## Properties
- 2S+1: 2
- Total charge: -1
- E: -5682.97950 Ha